{"formula": "C23H18N4OPdS2", "method": "wB97M-V/def2-TZVPD", "molar_mass_g_mol": 536.98, "lumo_ev": [-5.6666, -8.8379], "spin_multiplicity": 3, "homo_ev": [-14.2, -14.2], "e_tot_ev": -57285.692, "homo_lumo_gap_ev": [8.515, 5.343], "total_charge": 2, "relative_energy_kcal_mol": 4.5, "symbols": ["C", "C", "H", "O", "H", "C", "C", "C", "C", "C", "C", "H", "C", "H", "C", "H", "C", "C", "C", "C", "Pd", "H", "H", "S", "H", "C", "C", "H", "S", "C", "H", "N", "C", "H", "H", "C", "H", "N", "C", "C", "H", "C", "H", "H", "N", "H", "N", "C", "H"], "xyz": [[-0.17, -0.12, -1.33], [-1.48, 0.29, -1.33], [-0.61, 4.98, 0.48], [1.98, 0.53, -0.14], [1.90, 0.81, -6.14], [0.20, -1.47, -1.15], [-1.28, -1.27, 3.37], [3.19, -0.29, -2.66], [1.58, 0.91, -4.03], [-0.21, -3.20, 3.32], [-0.39, 2.94, 1.05], [-1.74, 1.33, -1.45], [2.25, 0.50, -5.17], [4.20, -3.43, 0.99], [-2.16, 2.14, 2.49], [4.76, -1.28, -3.73], [-2.25, 4.36, 1.72], [-1.83, -1.84, 4.48], [2.42, -2.22, 1.04], [3.39, -0.29, -5.05], [0.81, -0.89, 1.17], [-0.56, -3.46, -0.84], [-2.93, -2.75, -0.80], [-1.18, -3.40, 4.70], [3.56, -0.55, -1.67], [-2.14, -2.01, -0.94], [-0.98, 1.91, 1.77], [-2.55, -1.43, 5.17], [1.18, 1.04, -1.35], [-1.45, 0.08, 2.85], [-3.20, 0.77, 3.78], [-2.42, 0.95, 3.17], [3.86, -0.68, -3.81], [0.45, -3.98, 2.97], [0.71, 1.54, -4.10], [-0.82, -2.42, -0.95], [1.22, -1.77, -1.34], [3.37, -2.87, 1.02], [2.06, 0.49, -2.79], [-2.82, 3.36, 2.48], [3.92, -0.60, -5.95], [-1.04, 4.16, 1.03], [-3.52, -0.38, -1.17], [0.56, 2.81, 0.56], [-0.36, -2.05, 2.72], [-2.72, 5.33, 1.69], [-0.57, 0.60, 2.01], [-2.48, -0.68, -1.15], [-3.73, 3.52, 3.04]]}